Entry 1:
A molecular structure, C50H57I2N3O6PSiTeY. Source: the OMol25 dataset; level of theory: ωB97M-V/def2-TZVPD.

Calculated total energy (eV): -111242.304
Gap between HOMO and LUMO (spin up / spin down) (eV): 6.51 / 5.47
E_LUMO (spin up / spin down) (Ha): 0.067 / 0.029
Highest occupied orbital energy (spin up / spin down) (eV): -4.69 / -4.69

ORCA input file:
```
! wB97M-V def2-TZVPD RIJCOSX def2/J DEFGRID3
* xyz -1 2
Y 1.290 0.320 -0.708
O 1.969 -2.829 -0.752
C 2.582 -1.844 -1.197
C 3.759 -2.214 -2.082
C 4.435 -3.420 -1.878
C 5.453 -3.806 -2.727
C 5.786 -3.006 -3.819
C 5.117 -1.815 -4.031
C 4.114 -1.398 -3.151
P 3.264 0.218 -3.341
C 2.575 0.102 -5.032
C 3.305 0.300 -6.203
C 2.705 0.138 -7.443
C 1.368 -0.229 -7.526
C 0.633 -0.422 -6.366
C 1.228 -0.247 -5.123
C 4.695 1.332 -3.515
C 4.559 2.531 -4.214
C 5.585 3.463 -4.225
C 6.756 3.219 -3.523
C 6.892 2.040 -2.807
C 5.869 1.102 -2.802
H 4.125 -4.040 -1.046
H 5.984 -4.734 -2.554
H 6.572 -3.313 -4.499
H 5.383 -1.192 -4.876
H 4.347 0.593 -6.145
H 3.282 0.300 -8.345
H 0.898 -0.354 -8.494
H -0.414 -0.694 -6.423
H 0.644 -0.357 -4.218
H 3.635 2.751 -4.735
H 5.453 4.396 -4.757
H 7.547 3.957 -3.508
H 7.792 1.852 -2.235
H 5.986 0.189 -2.231
C -1.265 -2.962 0.327
C -0.354 -2.374 1.371
C -0.225 -3.062 2.561
C 0.709 -2.602 3.487
C 1.480 -1.512 3.198
C 1.319 -0.829 1.957
N 0.345 -1.257 1.096
N 2.053 0.217 1.528
Si 3.447 0.672 2.492
C 4.427 2.137 1.892
C 2.905 1.149 4.254
C 4.661 -0.773 2.532
H -2.002 -3.615 0.797
H -0.668 -3.572 -0.357
H -1.802 -2.209 -0.246
H -0.827 -3.940 2.746
H 0.841 -3.115 4.434
H 2.219 -1.181 3.909
H 3.835 3.047 1.799
H 4.929 1.974 0.939
H 5.194 2.308 2.657
H 1.819 1.267 4.306
H 3.356 2.106 4.525
H 3.199 0.423 5.016
H 5.069 -0.911 1.527
H 4.207 -1.717 2.835
H 5.497 -0.560 3.205
O -0.102 -1.161 -1.862
H 0.158 -1.968 -1.382
H -1.012 -0.917 -1.590
O -0.676 3.293 0.904
C -0.492 2.392 0.246
I 2.730 3.039 -1.009
I 5.049 5.294 -0.587
O -1.033 3.188 -1.900
C -0.569 2.407 -2.729
O 0.143 1.372 -2.529
H -0.804 2.599 -3.797
C -3.375 0.598 -2.822
C -3.474 0.816 -1.325
O -4.275 1.626 -0.854
N -2.667 -0.002 -0.618
Te -2.723 0.169 1.342
C -3.878 -1.510 1.933
C -4.663 -2.287 1.070
C -4.930 -1.991 -0.386
C -5.214 -3.464 1.580
C -5.015 -3.879 2.885
C -5.623 -5.155 3.400
C -4.240 -3.081 3.717
C -3.661 -1.906 3.263
C -2.841 -1.080 4.221
C -3.737 1.788 2.301
C -5.095 2.127 2.187
C -6.114 1.340 1.431
C -5.558 3.251 2.859
C -4.737 4.023 3.665
C -5.260 5.242 4.375
C -3.422 3.626 3.821
C -2.896 2.518 3.162
C -1.454 2.199 3.496
H -3.805 -0.377 -3.064
H -2.337 0.592 -3.151
H -3.930 1.377 -3.337
H -5.051 -0.938 -0.611
H -5.834 -2.514 -0.700
H -4.100 -2.343 -1.003
H -5.819 -4.076 0.919
H -6.182 -5.668 2.618
H -6.305 -4.957 4.228
H -4.853 -5.836 3.767
H -4.075 -3.381 4.747
H -2.753 -1.588 5.180
H -3.300 -0.103 4.398
H -1.828 -0.917 3.850
H -5.764 0.350 1.199
H -6.358 1.830 0.488
H -7.020 1.244 2.033
H -6.603 3.522 2.753
H -6.272 5.482 4.052
H -4.627 6.108 4.179
H -5.278 5.087 5.455
H -2.764 4.195 4.470
H -0.840 3.087 3.353
H -1.001 1.407 2.906
H -1.384 1.910 4.547
*
```

=====

Entry 2:
A single C4H6O2 molecule in a non-equilibrium geometry. Source: the OMol25 dataset; level of theory: ωB97M-V/def2-TZVPD.

Calculated total energy (eV): -8334.440
Gap between HOMO and LUMO (eV): 9.16
E_LUMO (Ha): 0.014
Highest occupied orbital energy (eV): -8.78
Energy above the lowest of the compared OMol25 structures with the same formula, charge and spin (kJ/mol): 580.97
Structure (SMILES): COCC1=CO1

ORCA input file:
```
! wB97M-V def2-TZVPD RIJCOSX def2/J DEFGRID3
* xyz 0 1
C -0.634 -1.075 -0.724
O -1.323 0.189 -0.619
C -0.812 0.861 0.502
C 0.661 0.501 0.513
C 1.789 0.252 -0.272
O 1.346 -0.101 1.376
H 0.488 -0.928 -0.765
H -0.970 -1.739 0.088
H -0.851 -1.490 -1.694
H -0.934 1.947 0.392
H -1.296 0.549 1.448
H 2.537 1.032 -0.245
*
```

=====

Entry 3:
A single C7H10 molecule. Source: the OMol25 dataset; level of theory: ωB97M-V/def2-TZVPD.

Calculated total energy (eV): -7415.728
Gap between HOMO and LUMO (eV): 8.29
E_LUMO (Ha): 0.002
Highest occupied orbital energy (eV): -8.25
Energy above the lowest of the compared OMol25 structures with the same formula, charge and spin (kJ/mol): 512.02

ORCA input file:
```
! wB97M-V def2-TZVPD RIJCOSX def2/J DEFGRID3
* xyz 0 1
C -0.455 1.677 -0.290
C -1.502 0.827 -0.943
C -0.042 0.528 -1.167
C 0.509 -0.749 -0.540
C 1.391 -0.648 0.731
C 0.186 -1.251 1.481
C -0.561 -1.561 0.204
H -0.308 2.679 -0.684
H -0.294 1.605 0.784
H -2.102 1.246 -1.742
H 0.382 0.799 -2.132
H 0.931 -1.374 -1.341
H 1.712 0.356 1.028
H 2.263 -1.307 0.714
H 0.303 -2.094 2.172
H -0.407 -0.491 2.021
H -2.031 0.089 -0.342
*
```

=====

Entry 4:
A molecular structure, C20H31F9O22S4 in a non-equilibrium geometry. Source: the OMol25 dataset; level of theory: ωB97M-V/def2-TZVPD.

Calculated total energy (eV): -134082.459
Gap between HOMO and LUMO (eV): 11.04
E_LUMO (Ha): -0.001
Highest occupied orbital energy (eV): -11.07
Energy above the lowest of the compared OMol25 structures with the same formula, charge and spin (kJ/mol): 0.00

ORCA input file:
```
! wB97M-V def2-TZVPD RIJCOSX def2/J DEFGRID3
* xyz 0 1
C -0.108 -0.224 -4.143
C 0.404 1.169 -4.480
O -0.551 2.206 -4.403
C -1.276 2.466 -5.485
O -1.352 1.784 -6.457
C -2.108 3.736 -5.278
F -2.746 3.683 -4.102
F -1.324 4.822 -5.274
F -3.010 3.880 -6.241
H 0.729 -0.868 -3.886
H -0.813 -0.567 -4.896
H -0.670 -0.152 -3.205
H 0.889 1.168 -5.465
H 1.293 1.393 -3.886
C 1.863 -4.098 1.111
C 3.357 -4.318 1.288
O 3.519 -5.720 1.546
C 4.734 -6.227 1.685
O 5.741 -5.592 1.700
C 4.693 -7.743 1.882
F 4.981 -8.027 3.155
F 3.537 -8.273 1.498
F 5.654 -8.315 1.132
H 1.429 -4.796 0.399
H 1.682 -3.051 0.898
H 1.424 -4.333 2.085
H 3.780 -3.776 2.135
H 3.940 -4.068 0.400
C -1.236 -2.970 -1.183
C -1.815 -4.319 -1.605
O -0.990 -5.386 -1.169
C -1.496 -6.617 -1.236
O -2.660 -6.867 -1.194
C -0.450 -7.743 -1.138
F 0.776 -7.231 -1.123
F -0.643 -8.489 -0.057
F -0.586 -8.561 -2.184
H -0.157 -3.054 -1.330
H -1.485 -2.660 -0.169
H -1.595 -2.162 -1.819
H -2.040 -4.233 -2.668
H -2.760 -4.443 -1.067
C -2.095 -0.979 4.080
C -2.468 -2.187 3.237
O -3.354 -1.670 2.228
S -3.138 -0.063 2.052
O -4.274 0.603 2.581
O -2.666 0.234 0.739
O -1.900 0.050 3.115
H -1.133 -1.138 4.567
H -2.822 -0.734 4.856
H -3.041 -2.930 3.786
H -1.605 -2.637 2.746
C 1.066 1.855 0.169
C 0.781 1.129 1.453
O 1.169 -0.214 1.203
S 2.223 -0.332 -0.010
O 1.631 -0.856 -1.210
O 3.415 -0.955 0.456
O 2.382 1.276 -0.059
H 1.306 2.902 0.330
H 0.330 1.686 -0.614
H -0.236 1.159 1.832
H 1.461 1.527 2.213
C 0.880 8.193 0.874
C 2.299 8.139 1.496
O 2.968 7.246 0.647
S 1.958 5.965 0.482
O 1.802 5.284 1.734
O 2.289 5.210 -0.679
O 0.720 6.940 0.195
H 0.746 9.050 0.219
H 0.105 8.198 1.641
H 2.202 7.813 2.533
H 2.764 9.120 1.456
C -2.235 4.980 2.283
C -3.369 4.011 1.935
O -3.566 4.216 0.526
S -2.238 4.627 -0.230
O -2.490 5.534 -1.286
O -1.420 3.476 -0.481
O -1.583 5.393 1.074
H -1.438 4.491 2.843
H -2.590 5.869 2.803
H -4.338 4.130 2.407
H -3.049 2.969 2.008
*
```